(1)
{"formula": "C5H9NS2", "method": "wB97M-V/def2-TZVPD", "symbols": ["S", "S", "N", "C", "C", "C", "C", "C", "H", "H", "H", "H", "H", "H", "H", "H", "H"], "positions_angstrom": [[0.56, 1.88, -0.41], [-2.41, 0.24, -0.18], [2.47, -0.42, -0.26], [0.11, 0.41, 0.55], [1.25, -0.66, 0.41], [-1.23, 0.60, 1.24], [-0.10, -0.90, -0.19], [-1.12, -0.62, -1.27], [-0.65, 2.15, -0.84], [2.34, 0.15, -1.08], [-1.40, -0.16, 2.06], [-0.84, 0.06, -2.04], [-1.41, 1.58, 1.63], [-1.56, -1.50, -1.69], [1.41, -1.26, 1.26], [-0.56, -1.57, 0.48], [3.15, 0.02, 0.34]], "homo_ha": -0.312, "homo_lumo_gap_ev": 9.2, "relative_energy_kcal_mol": 62.14, "total_charge": 0, "energy_ha": -1046.94929, "fmax_ev_per_a": 1.58, "smiles": "N[C@@H]1[C@@H]2CSC[C@@]12S"}

(2)
{"formula": "C6H13NO", "method": "wB97M-V/def2-TZVPD", "symbols": ["O", "N", "C", "C", "C", "C", "C", "C", "H", "H", "H", "H", "H", "H", "H", "H", "H", "H", "H", "H", "H"], "positions_angstrom": [[0.41, -2.71, -0.89], [-2.67, 0.11, 1.50], [0.73, 0.42, -1.32], [0.13, -0.21, 2.21], [-0.36, 0.41, 0.92], [1.59, 1.02, -2.39], [-1.66, 0.48, 0.62], [0.69, 0.78, -0.03], [-0.05, -0.27, -1.64], [1.71, 2.10, -2.25], [2.62, 0.65, -2.26], [1.39, 1.56, 0.27], [0.04, 0.45, 3.07], [0.94, -2.79, -1.67], [-2.54, -0.55, 2.25], [-0.41, -1.15, 2.37], [0.74, -1.95, -0.41], [1.16, -0.54, 2.06], [1.25, 0.87, -3.41], [-3.62, 0.38, 1.28], [-2.09, 0.94, -0.26]], "homo_ha": -0.281, "homo_lumo_gap_ev": 8.6, "relative_energy_kcal_mol": 45.06, "total_charge": 0, "energy_ha": -366.36210, "fmax_ev_per_a": 1.36, "smiles": "C/C=C/C(C)=C/N.O"}

(3)
{"formula": "C22H57CaO12V", "method": "wB97M-V/def2-TZVPD", "symbols": ["V", "Ca", "O", "O", "O", "O", "O", "O", "O", "O", "O", "O", "O", "O", "C", "C", "C", "C", "C", "C", "C", "C", "C", "C", "C", "C", "C", "C", "C", "C", "C", "C", "C", "C", "C", "C", "H", "H", "H", "H", "H", "H", "H", "H", "H", "H", "H", "H", "H", "H", "H", "H", "H", "H", "H", "H", "H", "H", "H", "H", "H", "H", "H", "H", "H", "H", "H", "H", "H", "H", "H", "H", "H", "H", "H", "H", "H", "H", "H", "H", "H", "H", "H", "H", "H", "H", "H", "H", "H", "H", "H", "H", "H"], "positions_angstrom": [[-3.29, 0.02, -2.19], [0.49, -2.18, -3.53], [0.50, -0.76, -1.67], [2.82, -2.11, -0.12], [2.44, -1.15, -4.20], [-3.89, 1.39, -1.67], [-1.45, 3.33, -4.55], [-1.37, 0.28, -1.12], [-0.91, 0.81, 4.28], [-4.81, -1.95, 3.54], [-1.09, 3.43, 3.47], [-0.75, -3.68, -1.84], [0.55, 0.72, -0.01], [-3.70, -1.20, -1.26], [4.50, -0.29, -3.28], [-0.12, 0.09, -0.96], [-0.42, -3.36, 0.48], [-4.04, -2.13, 2.37], [-0.19, -1.34, 3.57], [3.94, -1.45, 0.46], [-1.86, -5.29, -0.45], [3.22, 1.08, -4.98], [3.12, 0.09, -3.84], [5.07, -2.45, 0.71], [3.47, -0.80, 1.75], [-3.54, -0.76, 1.90], [-0.55, 5.22, -3.36], [1.48, 0.37, 4.54], [-0.61, -4.41, -0.59], [-4.93, -2.86, 1.38], [0.44, 2.86, -3.18], [-0.80, 3.72, -3.35], [-1.73, 3.92, 2.30], [-1.76, 2.85, 1.19], [0.20, 0.13, 3.73], [-0.87, 5.08, 1.82], [1.45, -0.30, 5.40], [-0.76, 5.83, 2.60], [-1.15, 4.14, 4.12], [-1.29, -4.19, -2.47], [4.29, -0.27, 2.24], [3.67, 0.73, -5.91], [1.18, 2.94, -3.97], [-3.12, -0.20, 2.74], [5.06, 0.51, -2.79], [2.15, -1.45, -0.34], [0.32, 0.53, 2.71], [5.55, -2.74, -0.22], [2.65, -0.11, 1.54], [-2.37, 2.01, 1.53], [0.09, 5.50, -2.53], [-5.97, -2.52, 1.40], [-1.78, -6.11, -1.16], [4.61, -3.30, 1.23], [4.27, -0.65, -0.21], [-1.63, 2.39, -4.52], [1.63, 1.39, 4.88], [0.16, 1.81, -2.99], [2.27, 1.56, -5.21], [-0.25, 1.12, 0.40], [-0.06, 5.46, -4.31], [-4.60, -2.83, 0.35], [-3.19, -2.72, 2.72], [2.40, 0.03, 4.05], [3.84, 1.92, -4.65], [5.82, -2.00, 1.35], [-5.00, -3.86, 1.81], [-0.71, 2.58, 1.06], [-0.78, -3.64, 1.47], [-1.37, 5.64, 1.02], [2.47, 0.47, -3.05], [0.08, 4.77, 1.38], [0.24, -5.10, -0.60], [-1.88, -5.69, 0.56], [-4.33, -1.52, 4.26], [2.91, -1.45, -4.99], [5.09, -0.79, -4.06], [-2.78, -0.78, 1.12], [-1.49, 5.77, -3.33], [0.91, 3.14, -2.23], [-1.51, 3.51, -2.54], [0.63, -3.06, 0.57], [-1.00, -2.46, 0.29], [-4.44, -0.23, 1.58], [-1.05, -1.38, 2.90], [-2.77, 4.23, 2.42], [0.63, -1.86, 3.08], [4.43, -1.04, -2.49], [3.01, -1.56, 2.38], [-0.42, -1.74, 4.56], [-0.87, 1.74, 4.00], [-2.07, 3.31, 0.25], [-2.72, -4.69, -0.76]], "homo_ha": -0.492, "homo_lumo_gap_ev": 4.3, "relative_energy_kcal_mol": 4.73, "total_charge": 2, "energy_ha": -3396.37186, "fmax_ev_per_a": 4.39}

(4)
{"formula": "C6H17N", "method": "wB97M-V/def2-TZVPD", "symbols": ["N", "C", "C", "C", "C", "C", "C", "H", "H", "H", "H", "H", "H", "H", "H", "H", "H", "H", "H", "H", "H", "H", "H", "H"], "positions_angstrom": [[-0.29, -2.78, 1.60], [0.09, 0.67, -1.89], [1.01, 0.99, 0.57], [0.02, 2.98, -0.86], [0.46, -3.79, 1.01], [-1.40, 0.86, 0.08], [-0.02, 1.42, -0.54], [0.56, -4.64, 1.65], [0.95, 1.88, 1.34], [-0.35, -1.92, 1.23], [-0.85, 0.77, -2.50], [0.96, 3.16, -1.52], [1.04, 1.11, -2.47], [0.03, -0.40, -1.52], [0.61, -0.07, 1.24], [-1.26, -0.20, 0.46], [2.03, 0.92, -0.06], [-1.67, 1.41, 0.94], [-0.01, 3.71, -0.07], [-2.29, 0.70, -0.69], [-0.41, -2.62, 2.72], [-0.87, 3.18, -1.47], [1.54, -3.36, 0.81], [0.13, -3.98, -0.04]], "homo_ha": -0.311, "homo_lumo_gap_ev": 9.2, "relative_energy_kcal_mol": 72.76, "total_charge": 0, "energy_ha": -293.42980, "fmax_ev_per_a": 7.26, "smiles": "CC(C)(C)C.CN"}

(5)
{"formula": "C9H14N4O", "method": "wB97M-V/def2-TZVPD", "symbols": ["O", "N", "N", "N", "N", "C", "C", "C", "C", "C", "C", "C", "C", "C", "H", "H", "H", "H", "H", "H", "H", "H", "H", "H", "H", "H", "H", "H"], "positions_angstrom": [[2.11, -4.03, -2.65], [-0.13, -1.00, 0.08], [-1.20, -0.58, 0.20], [1.83, -2.00, 0.66], [3.10, -3.21, -0.77], [2.05, -3.32, -1.75], [-2.63, 2.22, -0.28], [0.82, -1.86, -0.18], [-0.49, 2.21, 1.07], [-3.22, 1.48, 1.04], [0.70, -2.46, -1.50], [2.83, -2.73, 0.44], [-1.49, 1.72, 0.20], [0.84, 2.68, 0.43], [0.84, -1.82, -2.36], [-0.84, 3.06, 1.69], [1.59, 2.69, 1.23], [-3.03, 1.84, -1.19], [-0.29, -2.97, -1.76], [3.97, -3.61, -1.12], [-2.48, 1.16, 1.82], [-3.81, 0.66, 0.83], [3.64, -2.83, 1.13], [0.73, 3.68, -0.05], [1.47, 2.07, -0.25], [-0.08, 1.43, 1.76], [-3.93, 2.22, 1.40], [-2.92, 3.28, -0.15]], "homo_ha": [-0.631, -0.611], "homo_lumo_gap_ev": [7.3, 7.5], "relative_energy_kcal_mol": 110.91, "total_charge": 2, "energy_ha": -644.72608, "fmax_ev_per_a": 4.69}

(6)
{"formula": "C34H25AsCl5N2O2S2Tc", "method": "wB97M-V/def2-TZVPD", "symbols": ["Tc", "As", "Cl", "Cl", "Cl", "Cl", "Cl", "S", "S", "O", "O", "N", "N", "C", "C", "C", "C", "C", "C", "C", "C", "C", "C", "C", "C", "C", "C", "C", "C", "C", "C", "C", "C", "C", "C", "C", "C", "C", "C", "C", "C", "C", "C", "C", "C", "C", "C", "H", "H", "H", "H", "H", "H", "H", "H", "H", "H", "H", "H", "H", "H", "H", "H", "H", "H", "H", "H", "H", "H", "H", "H", "H"], "positions_angstrom": [[0.90, 0.81, 1.15], [-1.08, 0.40, -0.27], [1.19, -4.13, 1.11], [3.17, -5.42, 3.14], [2.86, 0.72, 2.52], [5.08, -3.63, 4.81], [4.87, -0.51, 4.60], [3.15, 3.11, -2.15], [0.76, 3.78, -0.54], [1.38, -1.22, 1.02], [-0.37, 0.08, 2.77], [-2.19, 0.47, 4.02], [1.99, 1.42, -0.53], [3.87, -1.52, 3.64], [0.29, 0.59, -4.80], [0.34, 2.57, 2.36], [4.74, -0.49, -3.03], [-1.58, -2.25, 0.90], [4.56, 0.87, -3.07], [-3.16, -3.10, -1.23], [-2.94, -3.94, -0.15], [-2.59, -1.83, -1.24], [-3.86, 3.58, -0.20], [0.03, -0.61, -2.74], [0.45, -0.57, -4.06], [-1.20, 0.89, 3.24], [3.94, -2.91, 3.75], [-5.07, 2.97, 0.07], [2.21, -3.16, 2.08], [2.98, -0.97, 2.74], [3.09, -3.72, 2.98], [-0.30, 1.70, -4.22], [-1.80, -1.41, -0.18], [2.88, 0.68, -1.29], [3.97, -1.27, -2.17], [-2.75, 1.44, -0.16], [-2.71, 2.82, -0.30], [3.62, 1.44, -2.22], [3.05, -0.71, -1.31], [2.13, -1.75, 1.91], [-2.15, -3.52, 0.91], [-0.74, 1.66, -2.91], [-0.59, 0.50, -2.16], [-1.09, 2.33, 2.87], [-5.12, 1.60, 0.25], [1.95, 2.69, -0.96], [-3.97, 0.83, 0.13], [2.45, -1.34, -0.67], [5.12, 1.51, -3.74], [0.61, 0.62, -5.83], [0.90, -1.44, -4.51], [-2.29, -0.51, 4.24], [5.48, -0.96, -3.66], [-0.95, -1.93, 1.72], [-3.38, -4.92, -0.14], [-3.77, -3.42, -2.05], [-1.22, 2.52, -2.47], [-3.81, 4.65, -0.33], [-6.06, 1.12, 0.47], [-5.97, 3.56, 0.16], [-1.34, 2.98, 3.70], [-1.81, 2.53, 2.07], [-1.75, 3.31, -0.46], [0.15, -1.52, -2.15], [-0.42, 2.61, -4.80], [-2.76, -1.16, -2.08], [-4.03, -0.24, 0.26], [4.09, -2.35, -2.17], [-1.97, -4.18, 1.75], [0.41, 3.58, 1.96], [-2.84, 1.12, 4.43], [1.00, 2.54, 3.24]], "homo_ha": [-0.385, -0.381], "homo_lumo_gap_ev": [5.5, 5.4], "relative_energy_kcal_mol": 26.71, "total_charge": 1, "energy_ha": -6984.33351, "spin_multiplicity": 2, "s2": 1.220, "fmax_ev_per_a": 3.01}